ORCA calculation (ωB97M-V with the def2-TZVPD basis set) on a 12-piece molecular cluster, C64H164N12O20 overall at a distorted geometry.

The geometry in ORCA input format:
```
! wB97M-V def2-TZVPD RIJCOSX def2/J DEFGRID3
* xyz 0 1
C -1.328 5.373 -2.386
C -1.186 5.381 -0.837
C 0.327 5.454 -0.405
O 1.024 4.264 -0.755
C 2.376 4.472 -0.386
N -1.995 6.411 -0.257
H -1.469 6.339 -2.901
H -2.300 4.861 -2.580
H -0.615 4.775 -2.856
H -1.535 4.369 -0.490
H 0.460 5.721 0.637
H 0.752 6.314 -1.036
H 2.853 5.024 -1.158
H 2.815 3.533 -0.255
H 2.428 4.913 0.596
H -2.149 6.228 0.737
H -1.627 7.386 -0.343
C -2.688 8.675 -4.863
C -3.746 7.559 -4.761
C -3.077 6.263 -5.291
O -4.050 5.231 -5.263
C -3.435 3.977 -5.343
N -4.204 7.578 -3.323
H -2.576 8.991 -5.891
H -1.762 8.249 -4.511
H -3.032 9.444 -4.132
H -4.565 7.879 -5.444
H -2.189 6.026 -4.650
H -2.761 6.373 -6.337
H -3.197 3.610 -4.309
H -2.526 3.937 -5.972
H -4.175 3.307 -5.765
H -4.682 6.750 -3.046
H -3.450 7.807 -2.700
C 6.842 -0.115 1.363
C 5.677 -0.625 0.413
C 5.710 -0.138 -0.972
O 5.710 1.280 -0.955
C 5.874 1.896 -2.255
N 5.503 -2.054 0.518
H 7.791 -0.053 0.799
H 7.008 -0.713 2.213
H 6.675 0.887 1.809
H 4.819 -0.183 0.841
H 4.790 -0.574 -1.511
H 6.591 -0.409 -1.532
H 5.081 1.568 -2.942
H 6.897 1.727 -2.644
H 5.789 2.976 -2.205
H 5.285 -2.274 1.430
H 6.364 -2.511 0.358
C 1.375 -0.005 -0.635
C 0.112 0.774 -0.167
C -1.110 0.298 -1.125
O -1.038 0.680 -2.526
C -1.583 1.942 -2.760
N -0.268 0.544 1.206
H 2.285 0.330 -0.165
H 1.504 0.197 -1.693
H 1.160 -1.111 -0.552
H 0.346 1.846 -0.292
H -2.088 0.671 -0.789
H -1.119 -0.790 -1.100
H -1.309 2.212 -3.739
H -1.274 2.673 -2.032
H -2.704 1.930 -2.619
H 0.532 0.422 1.763
H -0.764 1.396 1.544
C 4.900 3.080 2.507
O 3.904 3.657 3.327
C 3.243 2.635 4.030
C 2.023 1.928 3.414
N 0.728 2.688 3.554
C 0.629 3.848 2.695
C -0.783 4.356 2.731
O -1.595 3.463 2.069
C -2.982 3.707 1.910
H 4.562 2.142 2.063
H 5.824 2.872 3.092
H 5.138 3.816 1.758
H 2.968 3.141 4.940
H 3.971 1.842 4.359
H 2.001 0.968 3.864
H 2.294 1.653 2.398
H 0.600 2.933 4.552
H 0.742 3.652 1.630
H 1.395 4.626 3.005
H -0.818 5.439 2.390
H -1.172 4.400 3.749
H -3.097 4.541 1.136
H -3.394 3.912 2.904
H -3.361 2.833 1.423
C 3.388 0.118 -6.123
O 3.134 1.306 -5.414
C 2.007 1.100 -4.548
C 1.877 2.196 -3.508
N 1.838 3.496 -4.019
C 3.070 4.168 -4.274
C 2.937 5.601 -4.672
O 2.303 6.258 -3.614
C 1.916 7.560 -3.919
H 3.842 0.411 -7.059
H 2.401 -0.304 -6.402
H 3.875 -0.601 -5.532
H 2.112 0.074 -4.084
H 1.018 1.170 -5.105
H 2.680 2.087 -2.798
H 0.994 1.997 -2.921
H 1.314 4.084 -3.381
H 3.642 3.746 -5.114
H 3.683 4.125 -3.317
H 2.319 5.703 -5.585
H 3.866 6.033 -4.898
H 0.955 7.481 -4.518
H 2.667 7.984 -4.528
H 1.898 8.117 -2.958
C -4.848 5.173 -1.191
O -5.303 3.874 -0.819
C -5.598 2.961 -1.843
C -5.884 1.662 -1.206
N -4.616 1.294 -0.611
C -4.692 0.167 0.255
C -4.850 -1.183 -0.450
O -6.062 -1.252 -1.102
C -6.475 -2.579 -1.288
H -5.600 5.834 -1.688
H -3.901 5.063 -1.767
H -4.501 5.600 -0.291
H -4.784 2.820 -2.555
H -6.502 3.304 -2.343
H -6.215 1.019 -2.077
H -6.740 1.795 -0.538
H -4.283 2.143 -0.188
H -5.515 0.250 0.993
H -3.721 0.080 0.798
H -4.845 -1.884 0.401
H -4.041 -1.310 -1.147
H -6.655 -2.981 -0.297
H -5.775 -3.120 -1.923
H -7.463 -2.669 -1.709
C -0.107 -6.660 -1.347
O -0.061 -5.209 -1.261
C -0.908 -4.775 -0.190
C -0.431 -3.372 0.095
N -1.256 -2.655 1.013
C -1.857 -3.317 2.138
C -1.034 -3.726 3.330
O -0.291 -4.901 3.212
C -0.947 -6.164 3.398
H -1.103 -7.035 -1.714
H 0.166 -7.050 -0.355
H 0.600 -6.926 -2.128
H -0.751 -5.444 0.671
H -1.966 -4.744 -0.398
H -0.337 -2.778 -0.800
H 0.581 -3.595 0.405
H -1.044 -1.638 1.133
H -2.393 -4.256 1.820
H -2.641 -2.644 2.574
H -1.664 -3.868 4.213
H -0.280 -2.927 3.595
H -0.158 -6.912 3.303
H -1.638 -6.429 2.585
H -1.490 -6.226 4.311
C -5.758 -8.580 -5.851
O -5.015 -7.651 -5.099
C -5.624 -7.017 -3.988
C -4.566 -6.248 -3.244
N -4.411 -4.874 -3.796
C -3.430 -4.067 -3.056
C -3.351 -2.731 -3.545
O -2.783 -2.628 -4.888
C -2.768 -1.316 -5.327
H -5.309 -8.532 -6.819
H -6.822 -8.302 -5.908
H -5.567 -9.506 -5.350
H -5.948 -7.713 -3.135
H -6.440 -6.335 -4.198
H -3.599 -6.800 -3.325
H -4.798 -6.200 -2.084
H -4.090 -4.940 -4.749
H -2.443 -4.577 -3.148
H -3.622 -3.978 -1.996
H -2.641 -2.097 -2.978
H -4.381 -2.304 -3.618
H -2.475 -0.586 -4.535
H -3.711 -1.004 -5.659
H -2.066 -1.230 -6.180
C 0.121 -2.339 -3.669
O 1.512 -2.186 -3.279
C 2.207 -3.362 -3.754
C 3.520 -3.447 -2.952
N 3.321 -3.756 -1.602
C 3.234 -5.197 -1.330
C 3.106 -5.376 0.201
O 4.385 -5.237 0.789
C 4.248 -5.518 2.195
H 0.020 -2.173 -4.757
H -0.350 -1.446 -3.239
H -0.380 -3.228 -3.233
H 2.382 -3.234 -4.837
H 1.537 -4.199 -3.493
H 4.065 -2.542 -3.115
H 4.101 -4.206 -3.485
H 3.983 -3.273 -1.059
H 4.196 -5.662 -1.675
H 2.437 -5.779 -1.789
H 2.734 -6.425 0.402
H 2.319 -4.786 0.623
H 3.918 -6.531 2.205
H 3.572 -4.864 2.663
H 5.254 -5.354 2.569
C -4.549 2.061 5.469
O -4.117 0.847 4.981
C -2.794 0.958 4.376
C -1.658 1.258 5.365
N -1.674 0.591 6.670
C -0.514 -0.266 6.966
C 0.662 0.648 7.374
O 1.823 -0.166 7.707
C 3.069 0.643 7.815
H -4.671 2.887 4.733
H -3.889 2.470 6.299
H -5.480 1.844 5.988
H -2.781 1.767 3.614
H -2.663 0.012 3.811
H -1.583 2.396 5.558
H -0.719 0.933 4.919
H -2.562 0.147 6.869
H -0.221 -0.817 6.039
H -0.688 -0.962 7.795
H 0.405 1.206 8.263
H 1.031 1.295 6.559
H 3.879 -0.039 7.846
H 2.920 1.170 8.816
H 3.219 1.274 6.984
C 2.495 -2.488 2.015
O 3.508 -2.490 2.998
C 2.946 -2.051 4.241
C 3.750 -2.594 5.412
N 2.919 -2.961 6.550
C 3.614 -3.748 7.545
C 3.504 -5.311 7.128
O 4.306 -5.963 8.125
C 4.607 -7.321 7.882
H 1.915 -3.367 2.370
H 2.948 -2.750 1.074
H 1.853 -1.631 1.917
H 1.943 -2.396 4.323
H 2.977 -0.976 4.222
H 4.544 -1.958 5.688
H 4.212 -3.521 4.921
H 2.540 -2.109 6.996
H 3.103 -3.567 8.478
H 4.663 -3.579 7.667
H 3.966 -5.439 6.127
H 2.464 -5.651 7.197
H 5.329 -7.359 7.025
H 3.702 -7.848 7.663
H 5.165 -7.755 8.725
*
```

Calculated values
HOMO energy: -7.944 eV
Orbital gap: 8.413 eV
Energy above the lowest of the compared OMol25 structures with the same formula, charge and spin: 64.1 kcal/mol
Total energy: -127841.5698 eV

Mulliken population analysis, charges in e, atoms 1 to 8: C -0.32; C 2.74; C -1.39; O 0.86; C -1.56; N -0.26; H 0.41; H -1.22